1.
{"formula": "C28H55CaN4P2SSi2", "method": "the ωB97M-V functional and the def2-TZVPD basis", "symbols": ["Ca", "C", "P", "C", "C", "C", "P", "C", "C", "H", "H", "H", "H", "H", "H", "H", "H", "H", "H", "H", "H", "H", "H", "H", "H", "C", "C", "C", "N", "H", "H", "H", "H", "H", "C", "S", "C", "H", "H", "H", "H", "H", "H", "C", "C", "C", "C", "C", "C", "H", "H", "H", "H", "H", "H", "H", "H", "H", "N", "C", "C", "C", "N", "C", "N", "C", "Si", "C", "C", "C", "Si", "C", "C", "C", "H", "H", "H", "H", "H", "H", "H", "H", "H", "H", "H", "H", "H", "H", "H", "H", "H", "H", "H"], "coordinates": [[-0.27223, -0.05085, -0.04927], [-0.45786, 3.06320, 2.65126], [0.15807, 1.36679, 3.01356], [-0.79635, 1.07742, 4.56702], [1.79471, 1.83197, 3.77843], [2.53433, 0.65528, 4.45749], [2.25381, -0.97752, 3.62672], [3.22373, -0.67223, 2.08932], [3.50787, -1.97442, 4.55513], [-1.53409, 3.01816, 2.47545], [0.02559, 3.40978, 1.73989], [-0.25971, 3.74918, 3.47764], [-0.62451, 1.89289, 5.27281], [-0.51137, 0.12715, 5.02311], [-1.85870, 1.03827, 4.32096], [1.64638, 2.63607, 4.50399], [2.39173, 2.22044, 2.94906], [2.17355, 0.55025, 5.48445], [3.60998, 0.84992, 4.49673], [4.20469, -0.25603, 2.32869], [2.68115, 0.01261, 1.43472], [3.35025, -1.61796, 1.55797], [4.47334, -1.46891, 4.64189], [3.64941, -2.91974, 4.02700], [3.12915, -2.19824, 5.55386], [-1.45358, -3.25120, 3.54457], [-0.94955, -4.12021, 2.38441], [0.07096, -3.41376, 1.61359], [0.89563, -2.86298, 1.03367], [-2.21243, -3.79186, 4.10855], [-1.89291, -2.32842, 3.16367], [-0.63397, -2.98808, 4.21272], [-1.76864, -4.35834, 1.70726], [-0.52112, -5.05531, 2.74483], [5.44895, -1.35208, -1.01514], [3.99325, -0.42201, -1.54438], [2.85022, -1.81174, -1.71427], [5.66940, -2.14605, -1.72864], [5.29555, -1.77204, -0.02041], [6.28200, -0.65156, -0.98677], [2.81197, -2.39129, -0.79237], [3.15193, -2.43768, -2.55404], [1.86682, -1.38670, -1.91799], [0.70891, 4.35656, -2.97993], [0.30776, 4.39300, -1.49835], [1.14817, 5.44967, -0.77189], [-1.17890, 4.76198, -1.38530], [0.52187, 3.06995, -0.88713], [0.71287, 1.97961, -0.35880], [0.59140, 5.34861, -3.42607], [0.08611, 3.64805, -3.52882], [1.74871, 4.04220, -3.08738], [0.99551, 6.42998, -1.23230], [2.20935, 5.20064, -0.82496], [0.86658, 5.51237, 0.28113], [-1.37131, 5.73250, -1.85266], [-1.48350, 4.81333, -0.33808], [-1.79674, 4.01039, -1.87932], [-2.06448, 0.15964, 1.53847], [-3.13176, 0.62471, 1.48185], [-4.41201, 1.15869, 1.42168], [-4.75806, 2.29365, 2.19864], [-5.04435, 3.21411, 2.83489], [-5.37654, 0.53363, 0.58612], [-6.16238, 0.02383, -0.08967], [-2.83788, -2.54915, -0.11885], [-2.23039, -2.35423, -1.90953], [-3.82155, -2.52500, -2.91635], [-1.20056, -3.90325, -2.27169], [-1.27785, -0.80942, -2.16181], [-0.53267, -0.54634, -3.81924], [0.11990, -2.09804, -4.68914], [0.95125, 0.63367, -3.80795], [-1.77062, 0.19174, -5.04849], [-3.16924, -3.57580, 0.07160], [-3.69716, -1.89448, 0.05841], [-2.07504, -2.29037, 0.62152], [-4.28052, -3.51464, -2.81569], [-3.63085, -2.34850, -3.98014], [-4.55424, -1.78227, -2.58278], [-1.62809, -4.79005, -1.79314], [-0.16898, -3.78950, -1.92239], [-1.16448, -4.09255, -3.34674], [-1.99594, 0.02888, -2.03385], [0.75889, -2.69723, -4.03280], [0.70976, -1.81256, -5.56518], [-0.69830, -2.73903, -5.03263], [1.90215, 0.09233, -3.76119], [0.91756, 1.31177, -2.95066], [0.97210, 1.24301, -4.71896], [-2.63866, -0.46765, -5.15200], [-1.33457, 0.33722, -6.04225], [-2.13863, 1.16218, -4.69732]], "forces_ev_per_a": [[0.0, -0.8, 0.5], [0.0, -0.2, 0.0], [0.4, 0.3, 0.4], [0.0, -0.1, -0.2], [0.0, -0.4, -0.1], [-0.3, 0.1, -0.2], [0.2, 0.0, 0.0], [-0.2, -0.2, 0.1], [-0.1, 0.0, -0.1], [0.0, 0.0, 0.0], [0.0, 0.1, 0.0], [0.0, 0.0, 0.0], [0.0, 0.0, 0.0], [0.0, 0.0, 0.0], [0.0, 0.0, 0.0], [0.0, 0.1, -0.1], [0.0, 0.0, 0.0], [0.0, 0.0, 0.0], [0.0, 0.0, 0.1], [0.0, 0.1, -0.1], [0.1, 0.1, 0.0], [0.0, 0.1, 0.0], [0.0, 0.0, 0.0], [0.0, 0.0, 0.0], [0.0, 0.0, 0.0], [0.0, 0.0, 0.0], [-0.1, 0.2, 0.2], [0.1, -0.2, 0.0], [-0.2, 0.3, -0.1], [0.0, 0.0, 0.0], [0.0, 0.0, 0.0], [0.0, 0.0, 0.0], [0.0, 0.0, 0.0], [0.1, 0.0, 0.0], [-0.2, 0.1, -0.1], [0.0, 0.0, 0.0], [0.2, 0.2, 0.0], [0.1, 0.0, 0.0], [0.0, 0.0, 0.0], [0.0, 0.0, 0.0], [-0.1, 0.0, 0.0], [-0.1, -0.1, 0.0], [0.0, -0.1, -0.1], [0.0, 0.0, 0.0], [-0.1, 0.0, -0.1], [0.0, 0.0, 0.0], [0.0, 0.0, 0.0], [0.1, -0.2, 0.2], [0.4, 1.0, -0.3], [0.0, 0.0, 0.0], [0.0, 0.0, 0.0], [0.0, 0.0, 0.0], [0.0, 0.0, 0.0], [0.0, 0.0, 0.0], [0.0, 0.0, 0.0], [0.0, 0.0, 0.0], [0.0, 0.0, 0.0], [0.0, 0.0, 0.0], [-0.6, -0.1, -0.3], [0.0, 0.1, 0.1], [-0.1, 0.0, 0.0], [0.1, -0.1, -0.1], [0.0, 0.0, 0.0], [0.1, 0.1, 0.1], [0.1, 0.0, 0.0], [0.0, 0.1, 0.0], [0.0, -0.1, 0.0], [0.0, 0.1, -0.1], [0.1, 0.0, 0.0], [-0.2, -0.4, -0.2], [0.1, 0.2, -0.2], [-0.1, -0.2, 0.1], [0.0, 0.1, 0.0], [-0.1, 0.0, 0.1], [0.0, 0.0, -0.1], [0.1, 0.0, 0.0], [-0.1, 0.0, 0.0], [0.0, 0.0, 0.0], [0.0, 0.0, 0.0], [0.0, 0.0, 0.0], [0.0, 0.1, 0.0], [0.0, 0.0, 0.0], [0.0, -0.1, 0.1], [0.1, 0.0, 0.0], [0.0, 0.0, -0.1], [0.0, 0.1, 0.0], [0.1, 0.0, 0.0], [0.0, 0.0, 0.0], [0.0, 0.0, -0.1], [0.0, -0.1, 0.0], [0.0, 0.1, 0.0], [0.0, 0.0, 0.1], [0.0, -0.1, 0.0]], "total_charge": -1, "e_tot_ha": -3656.50583}


2.
{"formula": "C28H56Cl2NiO21", "method": "the ωB97M-V functional and the def2-TZVPD basis", "symbols": ["Ni", "Cl", "Cl", "C", "C", "O", "C", "O", "O", "C", "H", "H", "H", "H", "H", "H", "H", "H", "C", "C", "O", "C", "O", "O", "C", "H", "H", "H", "H", "H", "H", "H", "H", "C", "C", "O", "C", "O", "O", "C", "H", "H", "H", "H", "H", "H", "H", "H", "C", "C", "O", "C", "O", "O", "C", "H", "H", "H", "H", "H", "H", "H", "H", "C", "C", "O", "C", "O", "O", "C", "H", "H", "H", "H", "H", "H", "H", "H", "C", "C", "O", "C", "O", "O", "C", "H", "H", "H", "H", "H", "H", "H", "H", "C", "C", "O", "C", "O", "O", "C", "H", "H", "H", "H", "H", "H", "H", "H"], "coordinates": [[0.89061, -0.12075, -0.09944], [0.91161, 0.14600, -2.57827], [1.04284, -0.27580, 2.35919], [4.47248, -2.85697, -3.13461], [3.87118, -1.78361, -2.21919], [4.69804, -1.50125, -1.12500], [4.18545, -0.78558, -0.16919], [3.01589, -0.34469, -0.12799], [5.16524, -0.55805, 0.74846], [4.83427, 0.10263, 2.00109], [3.80808, -3.11709, -3.95863], [4.56173, -3.79677, -2.58972], [5.45766, -2.58624, -3.51438], [2.86262, -2.12045, -1.97949], [3.78205, -0.83963, -2.75683], [4.10399, 0.89829, 1.85372], [5.62503, 0.53529, 2.61395], [4.23489, -0.59732, 2.58325], [-4.12157, 1.89669, 2.64968], [-3.03104, 1.13172, 1.85908], [-3.50576, 0.32883, 0.81213], [-2.59921, -0.41105, 0.07672], [-1.36193, -0.33167, 0.06350], [-3.20751, -1.21878, -0.76566], [-4.53879, -1.66817, -0.59147], [-4.71074, 1.26145, 3.31109], [-4.79478, 2.37523, 1.93842], [-3.69187, 2.70715, 3.23843], [-2.52629, 0.42306, 2.51568], [-2.32266, 1.85961, 1.46350], [-5.20787, -0.80788, -0.57347], [-4.73827, -2.21095, 0.33249], [-4.79523, -2.28276, -1.45438], [-0.07758, -3.79303, -3.18093], [-0.96615, -3.36875, -2.04888], [-0.55020, -4.04706, -0.82481], [0.29530, -3.39773, -0.07414], [0.72172, -2.26552, -0.19370], [0.66177, -4.26778, 0.84870], [1.62899, -3.83982, 1.80439], [0.11258, -4.86631, -3.17709], [0.91014, -3.33364, -3.14242], [-0.37844, -3.54841, -4.19963], [-1.97514, -3.67513, -2.32485], [-1.13969, -2.29800, -1.94174], [1.18381, -3.25836, 2.61175], [2.58348, -3.40789, 1.50361], [1.87850, -4.85068, 2.12688], [8.76474, 2.53577, 0.81917], [7.28561, 2.83097, 1.12360], [6.59083, 2.65894, -0.07317], [5.32845, 2.95573, -0.13410], [4.58006, 3.16994, 0.80834], [4.85516, 2.77360, -1.35591], [3.48192, 3.02378, -1.70114], [9.29063, 2.75134, 1.74926], [9.15581, 3.23860, 0.08351], [8.95591, 1.52441, 0.46042], [7.11750, 3.82955, 1.52693], [7.03412, 2.14864, 1.93555], [3.13972, 4.03496, -1.48090], [2.90402, 2.24367, -1.20560], [3.41612, 2.78899, -2.76351], [-2.20342, 0.97324, -4.84101], [-2.69377, 0.33997, -3.51360], [-4.05115, 0.19470, -3.53874], [-4.90194, 1.12141, -3.05740], [-4.50888, 2.08795, -2.42767], [-6.23543, 0.74913, -3.33867], [-7.30198, 1.62826, -2.94145], [-2.38489, 2.03542, -4.67688], [-2.85365, 0.60818, -5.63601], [-1.19972, 0.65436, -5.12208], [-2.33235, 0.75303, -2.57186], [-2.43921, -0.71983, -3.50236], [-7.50039, 1.57156, -1.87116], [-8.13187, 1.15731, -3.46832], [-7.21660, 2.68973, -3.17404], [-2.70142, -4.32823, 1.96300], [-2.45548, -3.40067, 3.17775], [-3.60255, -2.53955, 3.35971], [-3.72571, -1.70088, 4.39478], [-4.64539, -0.98676, 4.52371], [-2.65797, -1.75865, 5.26612], [-2.54402, -1.01607, 6.45901], [-2.98270, -3.85395, 1.02277], [-3.44697, -5.07192, 2.24437], [-1.80738, -4.92831, 1.79356], [-1.60781, -2.75039, 2.96168], [-2.26452, -4.03053, 4.04660], [-1.94095, -1.64834, 7.11064], [-3.46243, -1.00290, 7.04590], [-2.07949, -0.03139, 6.40687], [-2.22372, 3.74822, -1.26680], [-0.71330, 3.77824, -1.47349], [0.00897, 4.08403, -0.33325], [0.46359, 3.12315, 0.46494], [0.51707, 1.88409, 0.24317], [0.78387, 3.76124, 1.58168], [1.84666, 3.25814, 2.36324], [-2.74228, 3.45651, -2.18009], [-2.52087, 4.76806, -1.02240], [-2.48956, 3.12234, -0.41492], [-0.43896, 4.44420, -2.29162], [-0.40084, 2.81685, -1.88116], [2.63144, 3.98280, 2.58021], [2.40755, 2.46472, 1.86928], [1.59017, 2.76973, 3.30333]], "forces_ev_per_a": [[-0.2, -0.4, 0.2], [-0.2, -0.1, 0.9], [-0.1, -0.2, -0.6], [0.3, -0.1, 0.8], [-0.9, -0.2, -2.6], [0.7, -0.8, 0.9], [-1.5, 1.8, 1.6], [2.8, -0.8, 0.1], [-0.3, 0.3, -0.3], [-2.5, -0.1, 0.1], [-0.1, 0.5, -0.1], [0.2, 0.0, 0.2], [-0.1, 0.0, -0.1], [0.1, 0.3, 0.7], [-0.3, -0.1, -0.2], [0.2, 0.2, -0.5], [0.7, -0.6, -0.9], [0.4, -0.2, 0.2], [-0.2, -0.5, -1.0], [0.8, 0.7, 1.8], [0.3, -1.7, -2.0], [1.1, 1.5, 0.6], [-2.9, 0.3, 0.5], [0.6, -0.8, -0.1], [-1.3, 0.7, 0.0], [0.1, -0.1, -0.1], [-0.1, 0.0, 0.0], [0.3, -0.2, 0.0], [0.4, 0.4, 0.3], [0.2, -0.2, 0.0], [-0.1, 0.0, -0.1], [0.6, -0.1, 0.1], [0.3, 0.0, 0.1], [1.5, 0.0, -0.5], [-1.1, 0.0, -0.9], [-1.3, 0.8, -1.6], [0.6, 0.2, 0.3], [-0.1, -0.5, -0.2], [0.4, 1.0, -0.2], [0.4, -1.7, 1.3], [-0.3, -0.1, 0.2], [0.1, 0.2, 0.4], [-0.7, 0.2, 0.2], [-0.1, -0.7, 0.7], [1.0, 0.1, 0.4], [0.0, 0.1, -0.3], [-0.5, 0.4, -0.9], [0.4, 0.3, 0.9], [-0.4, 1.1, 0.2], [1.7, -0.2, 0.9], [0.5, -0.2, -1.2], [-3.5, -0.9, 1.0], [1.0, 0.6, -0.1], [1.3, 0.5, -1.2], [0.1, -1.1, 0.3], [0.3, -0.3, 0.0], [-0.1, 0.0, -0.1], [-0.2, 0.0, 0.2], [0.2, 0.1, -0.2], [-0.8, -0.2, -0.3], [0.2, -0.1, 0.1], [-0.4, 0.3, 0.2], [0.1, 0.3, 0.1], [-0.8, -0.2, 1.2], [2.4, -1.2, -0.7], [-5.0, 0.3, -0.1], [0.1, 0.2, 0.5], [-1.5, -0.9, -0.8], [3.0, 0.9, 0.3], [-0.3, -0.6, 0.3], [0.6, 0.2, -0.7], [-0.2, 0.1, 0.0], [0.1, 0.6, 0.5], [0.1, 0.5, -0.3], [0.8, 0.1, 0.1], [0.2, -0.2, 0.1], [-0.2, 0.5, 0.1], [0.5, -0.2, -0.4], [-0.1, -0.2, 1.0], [0.2, -0.1, -1.2], [-0.1, -0.3, 0.2], [2.5, -0.7, 0.9], [-1.8, 1.3, 0.2], [-0.1, -0.7, -1.7], [-0.5, -0.7, 1.4], [0.0, 0.3, 0.2], [-0.3, 0.1, -0.2], [0.2, 0.3, -0.1], [0.2, 0.0, 0.3], [-0.1, 0.3, 0.1], [0.5, 0.1, -0.2], [-0.5, 0.5, -0.5], [-0.2, -0.1, -0.6], [0.7, 1.0, 0.3], [-1.0, -1.8, -2.4], [0.5, -0.1, 1.0], [-0.2, -2.0, -0.2], [0.0, 4.1, 0.2], [0.4, -0.3, 0.0], [1.9, -1.6, 0.8], [0.1, -0.2, 0.3], [-0.3, 0.0, 0.1], [-0.1, -0.2, -0.2], [0.0, 0.6, 0.4], [0.2, -0.4, 0.3], [-0.6, 0.7, -0.3], [-0.4, 0.0, -0.5], [-0.9, 0.4, -0.1]], "total_charge": 0, "s2": 2.00, "e_tot_ha": -5109.29710, "spin_multiplicity": 3}